[1]
Below is C26H28N7O8PtS2 as an isolated structure at a distorted geometry, with properties calculated with ωB97M-V/def2-TZVPD.

The geometry in XYZ format:
```
72
C26H28N7O8PtS2 | the Open Molecules 2025 dataset | ωB97M-V/def2-TZVPD
Pt -1.072 -0.473 -0.209
O 1.411 -0.947 6.302
C 0.750 0.055 6.077
O 0.312 1.071 6.587
C 0.245 -0.008 4.485
C -1.103 -0.211 4.232
C -1.498 -0.347 2.910
N -0.611 -0.282 1.918
C 0.675 -0.081 2.167
C 1.164 0.067 3.454
C 1.639 -0.156 0.998
O 2.825 -0.195 1.229
O 1.095 -0.254 -0.168
H -1.833 -0.281 5.025
H -2.528 -0.536 2.637
H 2.229 0.186 3.591
C -0.651 5.134 -1.603
N -0.168 3.855 -1.112
C 0.881 3.246 -1.908
C -0.807 3.091 -0.193
O -0.582 1.863 -0.110
N -1.682 3.698 0.657
C -2.618 2.849 1.374
C -1.510 5.030 1.213
H -0.657 5.112 -2.694
H -0.004 5.953 -1.285
H -1.664 5.324 -1.261
H 1.655 3.987 -2.108
H 0.490 2.875 -2.861
H 1.313 2.412 -1.361
H -2.879 2.002 0.748
H -3.518 3.422 1.592
H -2.193 2.482 2.315
H -0.533 5.434 0.962
H -1.585 4.967 2.300
H -2.291 5.711 0.867
S -0.352 0.077 -4.657
C -0.085 -0.097 -2.978
N -0.986 -0.787 -2.342
C -1.991 -1.246 -3.172
C -3.087 -2.027 -2.809
C -3.993 -2.377 -3.785
C -3.809 -1.987 -5.115
C -2.711 -1.244 -5.496
C -1.809 -0.866 -4.509
H 0.786 0.316 -2.492
H -3.209 -2.352 -1.784
H -4.863 -2.961 -3.524
H -4.533 -2.279 -5.862
H -2.548 -0.965 -6.528
O -3.170 -1.140 0.576
N -3.878 -0.349 -0.142
O -5.078 -0.335 -0.078
O -3.221 0.409 -0.897
N 1.230 -3.176 1.860
C 1.066 -3.080 0.551
S -0.545 -3.002 -0.102
N 2.085 -3.104 -0.293
C 3.479 -3.124 0.004
C 4.000 -3.982 0.967
C 5.360 -3.961 1.229
C 6.190 -3.092 0.538
C 5.665 -2.258 -0.440
C 4.313 -2.283 -0.720
H 0.420 -3.196 2.459
H 2.148 -3.097 2.282
H 1.842 -2.881 -1.248
H 3.359 -4.694 1.469
H 5.770 -4.632 1.970
H 7.249 -3.075 0.750
H 6.312 -1.584 -0.983
H 3.896 -1.624 -1.470
```

Energy = -79132.901 eV
HOMO (spin up / spin down) = -9.64 / -9.65 eV
Energy relative to the best compared isomer or geometry (same formula, charge and spin) = 66.37 kcal/mol
Charge = +1
LUMO (spin up / spin down) = -6.822 / -6.820 eV

[2]
Below is C26H29AuN4O2 as an isolated structure, with properties calculated with ωB97M-V/def2-TZVPD.

The geometry in XYZ format:
```
62
C26H29AuN4O2 | the Open Molecules 2025 dataset | ωB97M-V/def2-TZVPD
Au -1.160 -0.620 -1.045
C -1.234 1.898 -4.018
C -2.421 2.169 -3.135
C -3.627 2.630 -3.648
C -4.713 2.855 -2.816
C -4.607 2.614 -1.455
C -3.419 2.150 -0.901
C -3.295 1.844 0.566
C -2.344 1.949 -1.763
N -1.118 1.427 -1.216
C -0.181 2.219 -0.865
C -0.281 3.710 -0.975
C 1.094 1.656 -0.294
C 1.813 2.503 0.722
N 1.470 0.535 -0.735
C 2.639 -0.115 -0.274
C 3.715 -0.208 -1.160
C 3.632 0.448 -2.510
C 4.841 -0.914 -0.761
C 4.888 -1.537 0.477
C 3.800 -1.451 1.331
C 2.659 -0.737 0.978
C 1.481 -0.660 1.910
H -1.507 1.993 -5.067
H -0.846 0.892 -3.846
H -0.416 2.596 -3.819
H -3.713 2.804 -4.714
H -5.647 3.210 -3.230
H -5.459 2.776 -0.806
H -4.230 2.054 1.080
H -2.510 2.441 1.036
H -3.036 0.794 0.728
H -1.166 4.014 -1.526
H 0.608 4.114 -1.460
H -0.326 4.147 0.026
H 1.163 2.720 1.572
H 2.110 3.459 0.287
H 2.704 1.991 1.077
H 2.718 0.146 -3.028
H 4.490 0.179 -3.125
H 3.605 1.537 -2.425
H 5.683 -0.988 -1.439
H 5.765 -2.098 0.771
H 3.825 -1.951 2.291
H 1.572 -1.402 2.703
H 0.533 -0.829 1.396
H 1.412 0.322 2.388
O -1.230 -2.695 -1.082
N -0.979 -3.402 -0.035
N -1.224 -2.849 1.087
O -1.692 -1.662 1.245
C -0.892 -3.620 2.262
C -0.319 -4.882 2.161
C -0.011 -5.571 3.322
C -0.267 -5.012 4.568
C -0.840 -3.752 4.648
C -1.157 -3.049 3.494
H -0.118 -5.306 1.189
H 0.436 -6.554 3.251
H -0.021 -5.557 5.470
H -1.046 -3.309 5.614
H -1.604 -2.067 3.523
```

Energy = -41177.341 eV
HOMO = -7.62 eV
Energy relative to the best compared isomer or geometry (same formula, charge and spin) = 0.00 kcal/mol
Charge = 0
LUMO = -0.184 eV

[3]
Below is a 3-piece molecular cluster, C26H29Br2F20N2O7 overall at a distorted geometry, with properties calculated with ωB97M-V/def2-TZVPD.

The geometry in XYZ format:
```
86
C26H29Br2F20N2O7 | the Open Molecules 2025 dataset | ωB97M-V/def2-TZVPD
C -2.989 1.466 -1.394
C -2.794 0.893 -2.860
Br -4.043 -0.545 -3.411
C -1.791 1.336 -3.759
Br -1.748 0.441 -5.525
C -0.787 2.445 -3.292
C -1.034 3.903 -3.547
C -2.410 4.251 -4.310
F -3.539 3.790 -3.606
F -2.577 5.659 -4.386
C -2.396 3.758 -5.848
F -2.814 4.789 -6.720
F -1.069 3.452 -6.185
N -0.303 5.023 -3.209
N 0.776 4.652 -2.556
O 1.540 5.703 -2.141
C 0.807 6.539 -1.191
C -0.005 5.723 -0.072
C 0.168 6.463 1.364
O -1.411 5.851 -0.406
C 1.253 3.397 -2.231
C 2.627 3.271 -1.428
O 3.666 3.268 -2.424
O 4.737 2.640 -1.807
C 0.519 2.120 -2.571
C 1.024 0.670 -2.230
C 0.962 -0.350 -3.491
C 1.624 0.311 -4.778
O 1.547 -0.654 -5.872
H -3.789 0.889 -0.827
H -2.019 1.294 -0.821
H -3.205 2.583 -1.426
H -3.127 2.905 -6.000
H 1.607 7.134 -0.624
H 0.162 7.336 -1.700
H 0.345 4.654 0.068
H 0.867 5.803 1.977
H -0.876 6.476 1.828
H 0.565 7.522 1.242
H -1.798 4.982 -0.627
H 2.606 2.312 -0.801
H 2.794 4.117 -0.686
H 5.453 2.653 -2.484
H 0.376 0.246 -1.389
H 2.097 0.617 -1.857
H 1.603 -1.263 -3.233
H -0.107 -0.694 -3.628
H 2.738 0.498 -4.580
H 1.165 1.298 -5.097
H 0.903 -1.337 -5.583
C -0.812 -4.334 1.241
C 0.291 -3.250 1.282
C 0.059 -2.063 2.225
F -1.057 -1.366 1.936
F 1.097 -1.182 2.131
F 0.534 -2.827 0.015
F 1.434 -3.872 1.694
O -1.789 -4.259 0.188
C -2.892 -3.399 0.362
C -2.880 -2.220 -0.618
F -1.735 -1.506 -0.543
F -3.893 -1.358 -0.350
F -2.964 -3.017 1.649
F -3.991 -4.148 0.136
H -0.293 -5.275 1.042
H -1.283 -4.480 2.215
H -0.001 -2.399 3.266
H -2.989 -2.570 -1.646
C 2.392 -4.279 6.184
C 2.749 -5.505 7.055
C 2.884 -6.849 6.328
F 1.758 -7.227 5.698
F 3.171 -7.830 7.219
F 1.864 -5.587 8.074
F 3.957 -5.237 7.629
O 1.010 -3.877 6.120
C 0.163 -4.540 5.212
C -0.924 -5.373 5.906
F -0.407 -6.269 6.764
F -1.641 -6.071 4.991
F 0.907 -5.252 4.348
F -0.431 -3.564 4.472
H 2.884 -3.427 6.661
H 2.840 -4.335 5.190
H 3.696 -6.816 5.597
H -1.606 -4.728 6.464
```

Energy = -239162.458 eV
HOMO = -12.55 eV
Charge = +1
LUMO = -5.228 eV

[4]
Below is C26H29BrFMnN7O5 as an isolated structure at a distorted geometry, with properties calculated with ωB97M-V/def2-TZVPD.

The geometry in XYZ format:
```
70
C26H29BrFMnN7O5 | the Open Molecules 2025 dataset | ωB97M-V/def2-TZVPD
Mn 2.604 -2.124 -0.431
O 6.770 -6.569 -1.032
C 5.967 -5.531 -0.987
C 5.697 -4.682 -2.071
C 4.822 -3.640 -1.904
N 4.207 -3.384 -0.734
C 4.495 -4.192 0.297
Br 3.597 -3.724 1.907
C 5.347 -5.253 0.244
H 7.158 -6.729 -1.902
H 6.162 -4.843 -3.034
H 4.593 -2.969 -2.721
H 5.547 -5.879 1.102
F -0.808 3.545 0.213
C -1.356 2.321 0.123
C -0.505 1.260 0.071
C -0.989 -0.045 -0.098
C -0.090 -1.158 -0.246
O 1.189 -0.969 -0.131
C -0.672 -2.402 -0.536
C -2.042 -2.527 -0.548
N -2.879 -1.514 -0.334
C -4.312 -1.767 -0.295
C -4.816 -2.948 0.474
C -5.049 -1.566 0.997
C -2.382 -0.233 -0.175
C -3.235 0.871 -0.101
C -2.766 2.174 0.025
N -3.656 3.241 0.038
C -4.796 3.277 -0.868
C -6.024 3.840 -0.166
N -5.710 5.223 0.311
C -4.524 5.200 1.225
C -3.321 4.575 0.524
C 0.139 -3.636 -0.839
O -0.406 -4.656 -1.148
O 1.442 -3.493 -0.734
H 0.561 1.431 0.121
H -2.471 -3.501 -0.745
H -4.812 -1.515 -1.222
H -4.102 -3.566 1.002
H -5.645 -3.503 0.059
H -4.480 -1.255 1.864
H -6.046 -1.148 0.952
H -4.300 0.697 -0.124
H -5.026 2.290 -1.253
H -4.557 3.909 -1.736
H -6.268 3.242 0.711
H -6.884 3.869 -0.832
H -6.517 5.630 0.790
H -5.514 5.828 -0.491
H -4.802 4.615 2.100
H -4.286 6.215 1.538
H -2.525 4.532 1.257
H -2.986 5.224 -0.296
C 5.494 2.671 1.237
N 4.899 1.512 0.589
C 4.628 1.412 -0.836
C 3.954 0.064 -0.895
O 3.493 -0.546 -1.859
N 3.911 -0.480 0.340
C 4.471 0.407 1.197
N 4.584 0.183 2.495
H 5.652 3.446 0.492
H 6.462 2.428 1.679
H 4.832 3.069 2.008
H 5.544 1.409 -1.433
H 3.983 2.216 -1.195
H 4.276 -0.697 2.873
H 5.076 0.822 3.097
```

Energy = -152160.802 eV
HOMO (spin up / spin down) = -15.88 / -15.86 eV
Energy relative to the best compared isomer or geometry (same formula, charge and spin) = 0.00 kcal/mol
Charge = +3
LUMO (spin up / spin down) = -8.693 / -7.881 eV
2S+1 = 5
⟨S²⟩ = 6.055

[5]
Below is C26H29Cl5N2PSSn as an isolated structure, with properties calculated with ωB97M-V/def2-TZVPD.

The geometry in XYZ format:
```
65
C26H29Cl5N2PSSn | the Open Molecules 2025 dataset | ωB97M-V/def2-TZVPD
Sn 1.172 0.639 1.814
Cl -1.923 1.614 3.344
C -1.286 0.114 3.919
C -0.172 -0.399 3.276
C 0.383 -1.537 3.840
Cl 1.882 -2.066 3.135
C -0.155 -2.218 4.924
Cl 0.578 -3.636 5.549
C -1.324 -1.705 5.496
Cl -2.050 -2.511 6.818
C -1.884 -0.523 5.001
Cl -3.296 0.125 5.727
N 5.624 -1.576 -3.529
C 5.146 -2.449 -2.626
S 5.552 -4.030 -2.574
C 4.228 -1.863 -1.608
C 4.398 -0.574 -1.115
C 3.520 -0.106 -0.155
N 2.512 -0.833 0.332
C 2.362 -2.082 -0.127
C 3.187 -2.628 -1.086
H 6.258 -1.915 -4.235
H 5.256 -0.646 -3.625
H 5.218 0.055 -1.431
H 3.635 0.891 0.259
H 1.569 -2.665 0.311
H 3.049 -3.646 -1.420
C 0.700 -0.275 -2.463
C 0.016 0.970 -1.900
C 1.076 2.055 -1.687
C -1.004 1.494 -2.917
P -0.759 0.647 -0.215
C -1.725 2.149 0.109
C -3.059 2.300 -0.269
C -3.725 3.490 -0.030
C -3.066 4.550 0.574
C -1.736 4.417 0.939
C -1.073 3.222 0.711
C -1.884 -0.866 -0.247
C -0.997 -2.092 -0.047
C -2.691 -1.072 -1.538
C -2.863 -0.797 0.932
H 1.228 0.011 -3.375
H -0.006 -1.057 -2.735
H 1.436 -0.694 -1.774
H 1.548 2.272 -2.647
H 1.860 1.733 -0.997
H 0.645 2.984 -1.316
H -0.471 1.729 -3.842
H -1.485 2.410 -2.578
H -1.771 0.762 -3.158
H -3.588 1.496 -0.752
H -4.761 3.590 -0.322
H -3.587 5.479 0.756
H -1.214 5.236 1.412
H -0.033 3.135 1.018
H -0.282 -2.221 -0.858
H -1.631 -2.980 -0.016
H -0.464 -2.046 0.906
H -2.060 -1.237 -2.409
H -3.366 -0.248 -1.757
H -3.306 -1.965 -1.412
H -2.342 -0.685 1.878
H -3.413 -1.739 0.968
H -3.584 0.009 0.841
```

Energy = -118975.813 eV
HOMO = -11.17 eV
Energy relative to the best compared isomer or geometry (same formula, charge and spin) = 1.16 kcal/mol
Charge = +1
LUMO = -3.413 eV

[6]
Below is a 2-piece molecular cluster, C26H29ClFN8O4S2 overall at a distorted geometry, with properties calculated with ωB97M-V/def2-TZVPD.

The geometry in XYZ format:
```
71
C26H29ClFN8O4S2 | the Open Molecules 2025 dataset | ωB97M-V/def2-TZVPD
O 3.199 -10.509 0.903
O -0.826 7.741 -1.277
O -4.523 4.949 -2.742
F -3.265 -5.705 5.669
Cl 2.178 -8.398 -0.977
N 1.442 -0.292 2.725
N 0.446 -0.841 3.494
O 3.931 -10.123 3.000
S 3.300 -1.010 0.909
S 3.083 -7.275 3.109
C 3.375 -9.740 1.830
C -1.812 7.212 -0.779
C -3.647 5.450 -3.432
C 1.953 -1.253 2.006
C 0.351 -2.122 3.218
C 2.963 -8.342 1.713
C 2.461 -7.692 0.600
C 1.474 1.534 -2.068
C -2.071 -4.998 3.737
C -1.850 -3.788 5.808
C -1.184 -4.111 3.122
C -0.964 -2.892 5.197
C 1.632 -5.346 -0.018
C 1.379 -4.044 0.433
C 2.162 -4.650 2.646
C -2.405 -4.843 5.081
C 2.428 -5.938 2.185
C -0.608 -3.050 3.847
C 2.154 -6.293 0.869
C 1.630 -3.695 1.770
N 1.312 0.627 -1.149
N 1.289 -2.430 2.249
N -3.847 5.637 -4.739
N 0.943 2.733 -1.914
N -2.510 6.254 -1.395
N 2.180 1.215 -3.118
C -2.296 7.639 0.586
C -2.935 6.242 -5.712
C 1.109 3.889 -2.816
C 0.118 5.015 -2.498
C -1.327 4.630 -2.858
C -2.303 5.820 -2.789
H 4.122 -11.066 2.884
H 3.910 -0.113 1.714
H -2.509 -5.818 3.176
H -2.116 -3.667 6.853
H -0.958 -4.260 2.071
H -0.544 -2.075 5.779
H 1.418 -5.629 -1.045
H 0.953 -3.317 -0.249
H 2.356 -4.400 3.686
H 0.808 0.846 -0.304
H 1.779 -0.258 -1.222
H -4.764 5.363 -5.061
H 0.408 2.893 -1.076
H -3.327 5.893 -0.922
H 2.327 1.908 -3.830
H 2.582 0.301 -3.210
H -1.678 8.465 0.937
H -2.222 6.803 1.279
H -3.331 7.971 0.514
H -3.350 6.138 -6.717
H -2.813 7.306 -5.497
H -1.961 5.751 -5.687
H 0.970 3.584 -3.855
H 2.121 4.283 -2.705
H 0.403 5.894 -3.077
H 0.187 5.262 -1.438
H -1.675 3.837 -2.194
H -1.331 4.243 -3.878
H -1.887 6.658 -3.351
```

Energy = -84450.413 eV
HOMO = -10.72 eV
Energy relative to the best compared isomer or geometry (same formula, charge and spin) = 0.00 kcal/mol
Charge = +1
LUMO = -2.718 eV

> Look up the charge of the second one.

0

> energy of number 6 (C26H29ClFN8O4S2)?

-84450.413 eV

> The highest energy belongs to which entry?

C26H29AuN4O2

> What is the charge in the sixth record?

+1